[1]
C3H5NO3 | ωB97M-V/def2-TZVPD

Geometry as XYZ:
```
12
Properties=species:S:1:pos:R:3:forces:R:3:nbo_charge:R:1
C 1.20453 1.05555 -0.66626 2.638 0.819 -0.682 -0.6804
C -0.10001 0.41954 -0.64624 -1.558 -3.824 0.509 0.1024
O -1.05825 0.84684 0.27478 -0.683 1.176 0.619 -0.4447
C -0.42068 -0.27334 0.77513 2.383 1.546 -2.071 0.1107
N -1.18622 -1.45027 0.70215 -0.853 -1.348 1.602 0.4934
O -1.62390 -1.79212 -0.36061 -0.801 -0.786 -0.350 -0.3535
O -1.32246 -2.00981 1.79677 -0.148 -0.186 -1.123 -0.3871
H 1.27400 1.86072 0.05557 -0.222 0.326 0.056 0.2374
H 1.53691 1.43716 -1.65257 -0.571 -0.015 0.435 0.2323
H 2.03660 0.37880 -0.37495 -0.674 0.023 -0.193 0.2309
H -0.56431 -0.13051 -1.59983 1.233 1.349 2.326 0.2349
H 0.22379 -0.34257 1.69605 -0.745 0.919 -1.126 0.2238
```
Forces are in eV/Å.

HOMO-LUMO gap ... 10.47 eV
Structure (SMILES) ... C[C@@H]1O[C@H]1[N+](=O)[O-]
LUMO ... -0.044 eV
Total charge ... 0
Molar mass ... 103.08 g mol⁻¹
Energy relative to the best compared isomer or geometry (same formula, charge and spin) ... 586.39 kJ/mol

[2]
C3H4S3 | ωB97M-V/def2-TZVPD

Geometry as XYZ:
```
10
Properties=species:S:1:pos:R:3:forces:R:3:nbo_charge:R:1
S 2.99810 -0.46181 -0.21472 -0.959 0.134 0.338 0.0867
C 1.39053 -0.22953 -0.13541 0.498 0.025 -2.354 -0.3441
C 0.58705 0.31101 1.06548 -2.351 -0.487 -1.625 -0.6070
S -0.59326 1.32009 -0.06340 -0.631 0.730 0.615 0.2859
C -1.96198 0.29840 -0.51668 0.319 3.827 -3.623 -0.5709
S -2.35762 -1.06499 0.10056 -0.910 -2.421 0.899 0.1008
H 0.77357 -0.30038 -1.27489 1.486 -0.198 3.807 0.2349
H 1.03576 1.06902 1.84479 -0.693 -2.049 -1.620 0.2856
H -0.13255 -0.57556 1.39246 1.605 1.902 0.075 0.2852
H -2.52595 0.83490 -1.60174 1.636 -1.463 3.488 0.2428
```
Forces are in eV/Å.

HOMO-LUMO gap ... 8.18 eV
Structure (SMILES) ... S=CCSC=S
LUMO ... -0.749 eV
Total charge ... 0
Molar mass ... 136.27 g mol⁻¹
Energy relative to the best compared isomer or geometry (same formula, charge and spin) ... 339.09 kJ/mol